Below is one molecule with the formula C3H5N3, with properties calculated with wB97M-V/def2-TZVPD.

Last column: Mulliken charge in e.
Positions of all 11 atoms, in Å:
N  1.841  -0.290  0.141  -0.539
C  0.454  -0.128  0.017  0.774
C  -0.430  -0.888  -0.788  -0.490
N  -1.651  -0.373  -0.807  -0.752
N  -1.581  0.680  0.004  0.230
C  -0.338  0.877  0.528  -0.716
H  2.153  -1.248  0.059  0.242
H  2.234  0.139  0.966  0.236
H  -0.216  -1.788  -1.350  0.392
H  -2.336  1.345  0.002  0.230
H  -0.131  1.674  1.228  0.393

energy relative to the best compared isomer or geometry (same formula, charge and spin): 17.1 kcal/mol
SMILES: Nc1cn[nH]c1
HOMO level: -8.068 eV
HOMO-LUMO gap: 9.1 eV



Below is a 2-piece molecular cluster, C5H14 overall in a non-equilibrium geometry, with properties calculated with wB97M-V/def2-TZVPD.

Last column: Mulliken charge in e.
Positions of all 19 atoms, in Å:
C  0.640  1.544  -1.988  -1.273
C  0.475  1.261  -0.523  0.254
C  1.628  1.791  0.338  -1.229
H  0.810  2.592  -2.209  0.331
H  -0.141  1.154  -2.640  0.330
H  1.571  1.111  -2.387  0.314
H  -0.470  1.593  -0.098  0.321
H  0.412  0.182  -0.337  -0.043
H  2.585  1.295  0.178  0.335
H  1.756  2.857  0.140  0.334
H  1.356  1.652  1.382  0.312
C  -1.536  -1.432  1.218  -0.716
C  -1.125  -2.839  0.824  -0.878
H  -0.717  -0.958  1.775  0.212
H  -1.682  -0.840  0.311  0.181
H  -2.415  -1.242  1.835  0.378
H  -0.112  -2.896  0.447  0.275
H  -1.795  -3.281  0.076  0.277
H  -1.240  -3.545  1.657  0.284

energy relative to the best compared isomer or geometry (same formula, charge and spin): 5.5 kcal/mol
SMILES: CCC.CC
HOMO level: -11.200 eV
HOMO-LUMO gap: 12.3 eV



Below is C3H7HgMgO3 as an isolated structure in a non-equilibrium geometry, with properties calculated with wB97M-V/def2-TZVPD.

Last column: Mulliken charge in e.
Positions of all 15 atoms, in Å:
O  -0.740  2.168  0.185  -0.724
C  -1.879  1.473  -0.189  -0.349
C  -1.823  0.026  0.282  -0.365
O  -0.518  -0.477  -0.067  -0.326
C  -0.302  -1.811  0.087  -0.491
Mg  0.890  1.164  0.088  0.636
H  -2.016  1.471  -1.291  0.249
H  -2.804  1.911  0.236  0.312
H  -2.590  -0.597  -0.200  0.345
H  -1.924  -0.045  1.376  0.307
H  5.418  -1.119  -0.250  0.238
H  -1.172  -2.466  0.019  0.264
Hg  3.550  0.628  -0.084  0.418
O  5.178  -0.187  -0.179  -0.778
H  0.732  -2.139  -0.014  0.264

HOMO level (spin up / spin down): -8.397 / -8.397 eV
multiplicity: 2
HOMO-LUMO gap (spin up / spin down): 8.6 / 8.2 eV



| no. | E_tot (eV) |
| --- | --- |
| 1 | -7661.7150 |
| 2 | -5411.8110 |
| 3 | -18984.2105 |